Entry from OMol25: C18H41N2O5PtSi4Te as an isolated structure (ωB97M-V/def2-TZVPD).

```
72
Properties=species:S:1:pos:R:3:forces:R:3:lowdin_spin:R:1
Pt -1.983636 -0.052411 0.938668 0.201 -0.366 0.216 1.518
O -0.897654 -0.620124 3.004413 0.078 -0.056 -0.098 0.065
C -2.053414 -1.100475 3.700042 -0.106 -0.057 0.208 0.007
C -3.180721 -0.082214 3.719508 -0.086 -0.056 -0.056 0.014
N -3.651664 0.296075 2.362516 -0.123 -0.120 0.162 0.220
C -3.983534 1.734340 2.286384 0.056 -0.106 -0.061 0.010
C -2.715326 2.551578 2.024321 -0.053 0.207 0.133 0.017
O -2.774423 3.724018 1.762075 -0.041 -0.033 0.055 0.037
O -1.602230 1.846849 2.103443 0.031 -0.062 -0.103 0.257
C -4.717297 -0.571223 1.828628 0.031 0.026 -0.017 0.013
C -4.711155 -0.574636 0.281688 0.051 -0.019 0.083 0.014
O -5.522638 -1.262997 -0.300666 -0.051 -0.014 0.078 0.029
O -3.788734 0.145777 -0.271628 0.073 0.118 -0.186 0.147
H -0.743259 0.308956 3.245550 -0.031 -0.023 0.047 0.000
H -1.796926 -1.355974 4.731446 0.035 0.027 -0.042 0.001
H -2.343839 -2.021850 3.191735 -0.014 0.020 0.015 0.001
H -2.840735 0.824294 4.221157 0.040 -0.029 -0.034 0.000
H -4.023376 -0.476893 4.295903 0.026 -0.008 -0.009 0.006
H -4.447676 2.049933 3.223793 -0.005 0.092 -0.031 0.004
H -4.690929 1.909548 1.478704 0.073 -0.017 -0.044 0.000
H -5.694099 -0.254708 2.201896 -0.034 0.008 -0.069 0.006
H -4.550209 -1.592923 2.173016 0.020 -0.002 -0.033 0.000
C 2.509193 3.512622 1.299103 0.071 0.020 -0.142 0.011
Si 2.844718 2.846349 -0.425468 -0.041 -0.023 -0.009 0.078
C 4.660222 2.436145 -0.670334 -0.066 0.115 0.158 0.025
C 2.269508 4.051599 -1.748659 0.056 -0.127 0.099 0.012
Si 1.640730 0.769354 -0.689956 0.367 -0.053 -0.122 0.174
Te -0.563798 1.849886 -0.425071 -0.223 0.354 -0.357 1.074
Si 1.687972 0.049194 -2.965128 -0.088 -0.019 -0.045 0.049
C 3.447269 0.289010 -3.577829 -0.105 -0.033 0.043 0.013
C 1.210872 -1.773127 -2.991041 0.030 0.154 -0.003 0.008
C 0.488084 1.062123 -3.996796 0.068 -0.086 0.115 0.015
Si 2.475634 -0.840369 0.835588 0.042 -0.121 0.084 0.024
C 2.734480 -0.040685 2.522399 -0.118 0.012 -0.141 0.003
C 1.386477 -2.367854 0.950561 0.181 0.175 -0.052 0.006
C 4.118726 -1.314787 0.040310 -0.062 0.097 0.141 0.002
H 2.705484 4.587831 1.301567 0.029 0.002 0.045 0.001
H 3.158279 3.051213 2.045154 -0.011 -0.023 -0.025 0.000
H 1.474833 3.371747 1.617440 -0.023 0.011 -0.022 0.008
H 5.213237 3.378722 -0.614738 0.055 -0.020 -0.011 0.005
H 4.863286 1.988696 -1.642548 -0.017 -0.012 -0.016 0.000
H 5.055083 1.778853 0.109389 -0.076 0.069 -0.061 0.000
H 2.850672 4.974229 -1.679560 0.032 0.001 0.022 0.000
H 1.218158 4.322998 -1.642535 -0.020 -0.014 0.016 0.008
H 2.417684 3.645731 -2.750980 -0.002 -0.013 -0.012 0.000
H 4.190956 -0.079729 -2.868901 -0.023 -0.012 -0.006 0.000
H 3.656245 1.341333 -3.777614 0.004 0.014 0.018 0.000
H 3.584111 -0.258082 -4.513666 -0.012 0.002 -0.025 0.003
H 2.056422 -2.407213 -2.720129 0.015 -0.010 0.035 0.000
H 0.897604 -2.050979 -4.000121 0.011 -0.025 -0.014 0.002
H 0.390036 -1.994421 -2.305755 -0.027 0.031 -0.015 0.000
H 0.680216 2.132594 -3.908354 0.008 0.017 0.005 0.001
H -0.549882 0.881067 -3.709568 -0.003 -0.009 0.017 0.009
H 0.587811 0.793172 -5.050902 0.024 -0.012 -0.012 0.000
H 1.927319 0.652003 2.783468 0.082 -0.085 -0.041 0.000
H 3.674708 0.513662 2.552873 -0.028 0.029 -0.028 0.000
H 2.778163 -0.807390 3.298153 0.012 -0.035 -0.002 0.000
H 0.381249 -2.126979 1.285400 -0.082 0.005 0.034 0.002
H 1.824477 -3.061582 1.672770 0.024 0.005 0.005 0.001
H 1.324666 -2.881375 -0.010483 -0.031 0.023 -0.008 0.000
H 4.803110 -0.468098 -0.075991 -0.128 -0.109 0.009 0.000
H 3.973529 -1.777866 -0.937559 -0.024 0.016 -0.011 0.000
H 4.613470 -2.053188 0.676527 0.025 -0.008 0.009 0.000
C -3.161733 -4.718229 -1.949696 -0.062 -0.026 -0.037 0.001
C -3.382362 -3.203698 -1.944747 -0.045 -0.013 -0.026 0.006
C -2.566071 -2.532654 -0.950099 0.089 0.061 0.055 0.037
N -1.933765 -1.985486 -0.161752 -0.114 0.192 0.146 0.051
H -3.752739 -5.161015 -2.748422 -0.004 0.006 0.009 0.000
H -3.480505 -5.159461 -1.007348 0.019 -0.002 0.010 0.000
H -2.115842 -4.967364 -2.118577 0.011 0.000 -0.005 0.000
H -4.413948 -2.925470 -1.705497 0.017 -0.015 -0.041 0.002
H -3.140571 -2.747972 -2.907470 -0.008 -0.039 -0.003 0.001
```
Positions in Å, forces in eV/Å.

- HOMO level (spin up / spin down): -10.8950 / -11.6592 eV
- Energy relative to the best compared isomer or geometry (same formula, charge and spin): 0.0 kJ/mol
- Total charge: +1
- E_LUMO (spin up / spin down): -2.09 / -5.91 eV
- 2S+1: 5
- <S²>: 6.02
- Kohn-Sham gap (spin up / spin down): 8.806 / 5.752 eV

=====

Entry from OMol25: C4H10O2Yb as an isolated structure (ωB97M-V/def2-TZVPD).

```
17
Properties=species:S:1:pos:R:3:forces:R:3:nbo_charge:R:1
H -0.628151 -2.290685 -1.087950 0.250 0.192 -0.281 0.231
C 1.015856 -1.593278 0.947229 0.779 -1.295 0.250 -0.275
O 0.204598 -0.441014 0.742746 -1.033 2.033 2.132 -0.683
C -0.235264 -0.233455 -0.603053 -2.683 0.410 -2.108 -0.098
C 0.017956 -1.470435 -1.429833 0.140 0.034 -0.905 -0.659
H 1.252248 -1.693796 2.012115 -0.137 0.251 -0.035 0.197
H 0.457640 -2.484006 0.627867 0.435 0.270 0.342 0.227
H 1.963683 -1.517912 0.397020 -0.336 0.057 0.292 0.231
H 0.017731 0.727303 -1.074401 1.653 -0.357 0.534 0.207
H 1.071424 -1.785048 -1.419853 -0.499 0.114 -0.199 0.236
H -0.228537 -1.249911 -2.476261 -0.057 -0.067 0.268 0.270
H -1.358606 -0.017689 -0.703176 0.898 -0.906 1.177 0.194
C -0.766623 3.325101 0.348681 0.409 -0.066 -0.681 0.399
O -0.099895 2.628893 1.110908 -0.944 -0.806 1.343 -0.706
Yb -0.614425 0.839346 2.683481 1.176 0.083 -2.532 1.852
H -0.487125 4.375278 0.172058 -0.044 -0.192 0.122 0.207
H -1.582504 2.881302 -0.247578 -0.008 0.246 0.282 0.171
```
Positions in Å, forces in eV/Å.

- HOMO level (spin up / spin down): -16.1981 / -18.1216 eV
- Energy relative to the best compared isomer or geometry (same formula, charge and spin): 0.0 kJ/mol
- Total charge: +2
- E_LUMO (spin up / spin down): -9.05 / -11.89 eV
- 2S+1: 3
- <S²>: 2.00
- Kohn-Sham gap (spin up / spin down): 7.148 / 6.232 eV

=====

Entry from OMol25: an isolated ion of composition C8H21F2N5OP and charge +1 (ωB97M-V/def2-TZVPD).

```
38
Properties=species:S:1:pos:R:3:forces:R:3:nbo_charge:R:1
C -2.943255 0.388371 1.997939 0.174 -0.307 -0.273 -0.612
C -1.730457 -0.352393 2.559539 -0.512 0.751 -0.144 -0.462
C -0.966140 -0.991604 1.438761 -0.407 -0.242 0.946 0.355
F 0.079972 -1.709485 1.922047 0.598 -0.312 -0.101 -0.325
N -0.428712 -0.015247 0.474027 -0.214 0.483 -0.151 -0.355
C 0.149710 1.200210 1.071046 0.828 0.424 0.956 0.085
O 0.995251 0.849401 2.111646 -0.159 0.075 -0.085 -0.517
C 2.381006 1.005741 1.835264 0.189 -0.277 0.288 -0.263
C -0.419000 -0.230366 -0.807981 0.177 -0.082 -0.436 0.786
N -0.928165 -1.391097 -1.327858 0.355 0.151 0.108 -0.944
P 0.078476 -2.824510 -1.257103 -0.875 -2.059 0.138 1.452
N -0.781903 -4.019057 -0.737385 0.499 0.561 -0.025 -1.263
N 0.076300 0.666841 -1.772888 -0.107 -0.097 0.599 -0.376
N -0.560918 1.955315 -1.836564 0.155 0.263 0.139 -0.596
C 1.515710 0.735136 -1.923182 0.597 1.330 -1.184 0.373
C 1.875228 1.175668 -3.323947 -0.838 -0.588 -0.105 -0.657
F 2.032041 -0.497443 -1.663402 -0.187 -0.676 0.280 -0.346
H -2.705170 1.319789 1.500653 0.092 0.323 -0.002 0.193
H -3.698351 0.574471 2.741238 -0.122 0.185 0.384 0.251
H -3.412629 -0.245790 1.254489 -0.288 -0.164 -0.249 0.203
H -1.088956 0.261680 3.173695 0.188 0.219 0.150 0.241
H -2.110414 -1.136292 3.189935 0.092 -0.558 0.231 0.252
H -1.627697 -1.701460 0.968854 -0.085 -0.086 -0.587 0.198
H 0.686584 1.785857 0.347499 0.030 -0.049 -0.567 0.192
H -0.619839 1.828014 1.487411 -0.641 0.012 0.015 0.212
H 2.685088 0.487792 0.936353 -0.030 -0.111 -0.474 0.174
H 2.677928 2.046334 1.813364 -0.098 0.364 -0.183 0.188
H 2.913222 0.541991 2.646484 0.099 -0.189 0.395 0.224
H -1.848664 -1.593713 -0.954869 0.076 -0.576 0.062 0.442
H 0.482890 -3.018221 -2.579788 0.131 0.585 -0.005 -0.030
H 1.197490 -2.549344 -0.455559 0.050 0.571 -0.343 -0.034
H -0.373433 -4.391845 0.114385 -0.339 -0.153 0.078 0.391
H -1.368816 1.953158 -1.221649 -0.254 -0.091 -0.256 0.362
H 0.049618 2.676971 -1.450685 0.172 -0.035 0.071 0.345
H 1.968746 1.447901 -1.230143 0.044 -0.065 0.537 0.135
H 1.805885 2.243871 -3.439691 0.273 0.402 0.036 0.236
H 1.131913 0.750160 -3.982067 -0.177 -0.166 -0.358 0.239
H 2.829461 0.773197 -3.619869 0.515 0.184 0.113 0.250
```
Positions in Å, forces in eV/Å.

- HOMO level: -12.4978 eV
- Total charge: +1
- E_LUMO: -4.69 eV
- Kohn-Sham gap: 7.809 eV

=====

| no. | molar mass (g/mol) | total energy (eV) |
| --- | --- | --- |
| 1 | 800.6 | -74593.8233 |
| 2 | 263.2 | -39913.3088 |
| 3 | 272.3 | -32848.5151 |